(P)
Here is a cluster of 13 separate species, C52H78O39 in total from OMol25. Energies are from ωB97M-V/def2-TZVPD.

```
169
Properties=species:S:1:pos:R:3
C 0.767 1.269 0.128
C -0.172 0.073 0.391
C -1.110 -0.348 -0.675
O -0.714 -1.709 -0.845
C 0.323 -2.082 -0.233
O 0.974 -3.134 -0.294
O 0.585 -1.007 0.616
H 0.199 2.199 0.118
H 1.492 1.277 -0.686
H 1.333 1.381 1.053
H -0.725 0.350 1.288
H -1.114 0.351 -1.511
H -2.027 -0.277 -0.088
C 3.834 2.333 -2.284
C 4.484 3.687 -2.032
C 3.567 4.868 -2.011
O 3.822 5.354 -0.679
C 4.783 4.799 -0.164
O 5.403 5.208 0.829
O 5.142 3.718 -0.881
H 3.300 2.101 -1.363
H 4.761 1.771 -2.397
H 3.354 2.020 -3.211
H 5.093 3.761 -2.933
H 2.502 4.639 -2.048
H 3.868 5.460 -2.875
C -5.078 6.262 2.828
C -3.731 5.592 2.878
C -3.603 4.591 3.989
O -2.683 3.662 3.446
C -2.589 3.781 2.165
O -1.973 3.057 1.316
O -3.453 4.732 1.829
H -5.312 6.334 1.765
H -4.815 7.288 3.084
H -5.951 5.822 3.311
H -2.954 6.355 2.931
H -4.587 4.129 4.065
H -3.302 5.133 4.886
C 0.646 5.946 3.582
C 1.277 5.707 2.170
C 0.691 4.383 1.543
O 0.245 4.814 0.299
C 0.362 6.172 0.253
O -0.009 6.830 -0.677
O 0.972 6.643 1.249
H 0.818 5.264 4.414
H -0.413 6.171 3.459
H 1.100 6.885 3.899
H 2.340 5.515 2.318
H 0.038 3.950 2.301
H 1.487 3.658 1.378
C -4.047 -5.063 1.739
C -2.848 -4.540 0.887
C -1.562 -4.431 1.732
O -0.686 -5.311 1.055
C -1.197 -5.797 -0.070
O -0.613 -6.564 -0.777
O -2.507 -5.590 -0.148
H -4.641 -4.435 2.403
H -3.807 -5.903 2.391
H -4.800 -5.351 1.006
H -3.133 -3.525 0.608
H -1.650 -4.756 2.769
H -1.105 -3.442 1.726
C 7.891 2.765 1.920
C 6.850 2.414 2.974
C 6.102 3.626 3.556
O 4.720 3.261 3.344
C 4.671 1.998 2.776
O 3.591 1.467 2.584
O 5.893 1.653 2.370
H 7.360 3.070 1.018
H 8.562 1.959 1.626
H 8.587 3.548 2.222
H 7.240 1.808 3.792
H 6.468 4.553 3.115
H 6.254 3.618 4.635
C 2.878 -2.582 -4.298
C 1.657 -1.966 -3.672
C 1.885 -0.668 -2.723
O 1.049 0.317 -3.261
C 0.576 -0.086 -4.471
O -0.124 0.544 -5.292
O 0.892 -1.385 -4.708
H 3.305 -3.105 -3.442
H 3.614 -1.925 -4.760
H 2.708 -3.474 -4.901
H 1.193 -2.848 -3.231
H 2.859 -0.239 -2.956
H 1.807 -0.747 -1.639
C 1.703 -6.822 2.391
C 2.639 -7.385 1.195
C 2.301 -6.762 -0.150
O 3.528 -6.257 -0.588
C 4.554 -6.573 0.238
O 5.763 -6.301 0.061
O 4.037 -7.072 1.325
H 0.764 -7.367 2.287
H 1.562 -5.749 2.260
H 2.102 -6.955 3.397
H 2.642 -8.462 1.024
H 1.491 -6.038 -0.061
H 1.898 -7.490 -0.855
C 4.208 -1.404 -0.055
C 3.983 -1.924 1.324
C 4.207 -3.378 1.403
O 5.210 -3.529 2.426
C 5.633 -2.340 2.884
O 6.603 -2.206 3.619
O 4.894 -1.409 2.259
H 3.918 -1.961 -0.946
H 5.242 -1.059 -0.096
H 3.594 -0.512 -0.177
H 3.071 -1.619 1.838
H 4.686 -3.716 0.484
H 3.208 -3.776 1.578
C -0.671 3.120 -2.986
C -0.368 3.763 -4.382
C -0.149 5.284 -4.331
O 1.150 5.480 -4.602
C 1.699 4.326 -4.919
O 2.887 4.097 -5.162
O 0.834 3.342 -4.880
H -1.100 2.119 -3.038
H -1.357 3.660 -2.334
H 0.296 3.136 -2.483
H -1.028 3.501 -5.209
H -0.431 5.633 -3.338
H -0.714 5.776 -5.122
C -8.485 -0.997 -1.090
C -7.204 -1.341 -0.352
C -7.096 -2.796 0.059
O -5.787 -3.070 -0.306
C -5.220 -1.921 -0.956
O -4.065 -1.746 -1.240
O -6.098 -0.968 -1.136
H -9.307 -0.857 -0.388
H -8.703 -1.836 -1.752
H -8.407 -0.117 -1.728
H -7.195 -0.683 0.517
H -7.755 -3.459 -0.502
H -7.242 -2.977 1.124
C -1.117 -4.486 -3.473
C -1.619 -3.278 -4.367
C -1.155 -3.387 -5.847
O -2.337 -3.462 -6.549
C -3.330 -3.497 -5.692
O -4.554 -3.548 -5.978
O -2.998 -3.387 -4.392
H -0.941 -3.988 -2.519
H -0.148 -4.933 -3.695
H -1.716 -5.388 -3.341
H -1.353 -2.378 -3.812
H -0.614 -4.306 -6.070
H -0.470 -2.582 -6.116
C -5.937 -1.717 4.252
C -5.879 -0.328 3.688
C -5.031 0.635 4.491
O -4.335 1.353 3.486
C -4.272 0.674 2.377
O -3.480 0.887 1.484
O -5.271 -0.240 2.445
H -6.216 -1.722 5.305
H -4.928 -2.119 4.336
H -6.572 -2.394 3.681
H -6.892 0.073 3.686
H -4.236 0.278 5.146
H -5.658 1.236 5.150
```

## Properties
LUMO, eV: -0.34
Total charge: 0
Orbital gap, eV: 9.705

(Q)
Here is a cluster of 13 separate species, C52H78O39 in total from OMol25. Energies are from ωB97M-V/def2-TZVPD.

```
169
Properties=species:S:1:pos:R:3
C -2.326 -0.436 6.283
C -3.828 -0.296 6.048
C -4.633 -0.701 7.305
O -5.174 0.525 7.797
C -4.972 1.512 6.913
O -5.301 2.643 7.054
O -4.246 1.057 5.863
H -1.789 -0.291 5.349
H -2.136 -1.458 6.622
H -2.092 0.208 7.133
H -4.116 -0.931 5.216
H -4.035 -1.139 8.099
H -5.454 -1.333 6.963
C -2.266 3.489 -1.433
C -1.905 4.083 -2.787
C -3.079 4.847 -3.462
O -2.490 6.024 -3.989
C -1.256 6.197 -3.472
O -0.539 7.093 -3.731
O -0.995 5.190 -2.626
H -2.898 4.246 -0.973
H -1.328 3.245 -0.943
H -2.843 2.580 -1.589
H -1.511 3.353 -3.498
H -3.863 5.080 -2.741
H -3.450 4.239 -4.287
C 0.526 0.541 -4.434
C -0.372 0.681 -5.646
C 0.052 1.762 -6.641
O 0.282 1.001 -7.857
C -0.147 -0.281 -7.692
O -0.180 -1.072 -8.575
O -0.317 -0.533 -6.379
H 0.368 -0.385 -3.886
H 0.490 1.360 -3.709
H 1.582 0.611 -4.731
H -1.335 0.956 -5.202
H 1.062 2.127 -6.457
H -0.679 2.547 -6.807
C -3.992 4.848 3.916
C -2.772 4.268 3.216
C -2.199 3.094 4.041
O -2.176 2.005 3.130
C -2.748 2.346 1.967
O -2.757 1.637 1.012
O -3.242 3.584 2.049
H -4.684 4.023 4.083
H -4.455 5.678 3.386
H -3.730 5.229 4.906
H -1.987 5.011 3.080
H -2.849 2.846 4.884
H -1.239 3.285 4.518
C 0.561 4.783 -6.162
C 1.722 4.155 -5.421
C 2.499 5.105 -4.488
O 2.311 4.573 -3.182
C 1.691 3.368 -3.236
O 1.459 2.729 -2.260
O 1.268 3.150 -4.503
H -0.022 4.026 -6.692
H 1.080 5.404 -6.898
H -0.152 5.383 -5.606
H 2.441 3.751 -6.134
H 2.147 6.133 -4.413
H 3.550 5.102 -4.779
C -1.070 -4.280 3.860
C -2.334 -5.092 3.591
C -2.569 -5.156 2.068
O -2.940 -6.503 1.861
C -2.300 -7.234 2.817
O -1.977 -8.362 2.694
O -2.165 -6.469 3.926
H -0.165 -4.789 3.523
H -1.010 -3.982 4.902
H -1.073 -3.383 3.231
H -3.149 -4.572 4.094
H -1.706 -4.843 1.465
H -3.326 -4.448 1.718
C 5.997 -3.433 -2.844
C 4.707 -4.200 -2.677
C 4.729 -5.300 -1.590
O 3.930 -4.774 -0.525
C 3.280 -3.682 -0.950
O 2.477 -3.048 -0.370
O 3.700 -3.319 -2.191
H 6.855 -4.098 -2.985
H 6.244 -2.712 -2.064
H 5.988 -2.864 -3.779
H 4.484 -4.666 -3.639
H 5.750 -5.358 -1.222
H 4.281 -6.221 -1.946
C 1.137 0.054 -0.524
C 0.010 0.179 0.463
C -0.389 -1.143 1.153
O -0.105 -1.019 2.550
C 0.360 0.260 2.790
O 0.433 0.710 3.886
O 0.669 0.768 1.613
H 2.008 -0.457 -0.127
H 1.337 0.883 -1.202
H 0.840 -0.695 -1.277
H -0.840 0.732 0.079
H 0.185 -1.985 0.764
H -1.456 -1.308 1.007
C 4.490 1.988 1.063
C 5.217 0.680 0.845
C 6.644 0.480 1.328
O 6.563 -0.652 2.198
C 5.267 -1.018 2.383
O 4.908 -1.793 3.190
O 4.460 -0.284 1.598
H 4.374 2.335 2.094
H 3.448 1.900 0.748
H 4.876 2.854 0.523
H 5.099 0.446 -0.214
H 6.980 1.343 1.909
H 7.410 0.301 0.576
C -2.123 -3.256 -5.660
C -2.761 -2.545 -4.483
C -3.481 -3.371 -3.444
O -3.210 -2.585 -2.224
C -2.203 -1.712 -2.454
O -1.520 -1.148 -1.654
O -1.750 -1.888 -3.723
H -1.080 -2.958 -5.791
H -2.520 -3.013 -6.643
H -2.066 -4.337 -5.516
H -3.396 -1.773 -4.935
H -2.982 -4.320 -3.240
H -4.561 -3.467 -3.470
C -5.953 -1.803 -0.614
C -5.331 -1.914 0.771
C -5.987 -0.994 1.806
O -6.251 -1.830 2.923
C -5.940 -3.107 2.630
O -6.011 -3.992 3.414
O -5.610 -3.208 1.336
H -5.865 -0.734 -0.826
H -6.981 -2.122 -0.464
H -5.355 -2.348 -1.331
H -4.249 -1.774 0.724
H -6.955 -0.690 1.387
H -5.501 -0.075 2.087
C 4.750 0.332 -3.075
C 5.678 1.550 -3.167
C 5.271 2.610 -4.186
O 5.570 3.823 -3.457
C 5.742 3.570 -2.153
O 5.843 4.369 -1.293
O 5.747 2.227 -1.921
H 5.262 -0.431 -2.490
H 4.475 -0.066 -4.049
H 3.870 0.625 -2.494
H 6.656 1.088 -3.344
H 4.198 2.617 -4.372
H 5.908 2.594 -5.063
C 0.872 -2.153 5.340
C 1.902 -1.273 6.051
C 1.662 -0.899 7.534
O 2.882 -1.297 8.153
C 3.755 -1.828 7.247
O 4.854 -2.175 7.532
O 3.137 -2.040 6.075
H 0.021 -1.558 5.037
H 0.689 -2.867 6.157
H 1.207 -2.817 4.549
H 2.222 -0.399 5.480
H 0.792 -1.450 7.885
H 1.583 0.185 7.521
```

## Properties
LUMO, eV: -0.34
Total charge: 0
Orbital gap, eV: 9.800

Relative energies with respect to the most stable structure, expressed in kJ/mol: (P) 572.8; (Q) 0.0.